(1)
DFT (ωB97M-V with the def2-TZVPD basis set) results for a structure of composition C31H46BiFNO6PSi at a distorted geometry.

XYZ file:
```
88
Properties=species:S:1:pos:R:3:forces:R:3
Bi 0.756231 0.996175 1.239781 0.69 0.58 1.23
O 2.605548 4.481988 -3.085217 0.15 0.49 -0.09
C 2.347581 3.649431 -2.065627 -0.18 -0.50 -0.16
O 2.035999 2.501908 -2.218627 -0.08 -0.22 -0.16
C 2.525735 4.285489 -0.735243 0.06 0.25 0.48
C 2.873610 5.620100 -0.605552 -0.08 -0.24 -0.23
C 3.115018 6.113141 0.665690 0.02 0.11 0.29
C 3.024931 5.261586 1.745815 -0.08 -0.02 -0.04
C 2.655995 3.936705 1.517415 -0.04 -0.09 -0.09
N 2.386433 3.463841 0.315224 0.01 -0.09 -0.02
C 2.550095 2.966074 2.698093 -0.36 0.05 0.04
O 3.605671 3.245710 3.523143 0.22 -0.01 0.23
O 2.454608 1.667795 2.420385 -0.28 -0.08 -0.58
H 2.552489 3.998464 -3.921041 -0.12 -0.18 0.13
H 2.949031 6.242425 -1.484328 0.06 0.01 0.01
H 3.379445 7.151081 0.812010 0.02 0.03 -0.02
H 3.214323 5.585614 2.757337 0.05 0.05 0.01
H 3.684486 2.514755 4.149572 -0.06 -0.05 -0.02
C 2.270007 -3.831369 -1.688636 0.27 0.08 0.21
Si 3.431178 -3.227883 -0.318015 0.05 -0.38 -0.30
C 3.610978 -4.598400 0.976520 -0.15 0.43 -0.09
C 5.154499 -2.802910 -0.965336 -0.40 0.04 0.09
C 2.582555 -1.712192 0.338379 0.24 -0.33 -0.12
C 1.915243 -0.762792 0.690236 0.04 0.00 0.07
H 2.438236 -4.880223 -1.933817 0.07 -0.06 0.00
H 2.387723 -3.251697 -2.604066 0.03 0.08 -0.02
H 1.234610 -3.724944 -1.361860 -0.05 0.00 0.07
H 4.261980 -5.385053 0.593806 0.04 0.01 -0.11
H 2.653728 -5.057462 1.221230 -0.08 0.01 0.01
H 4.049489 -4.231390 1.904210 0.04 0.05 0.04
H 5.634239 -3.685862 -1.388475 -0.04 -0.09 0.00
H 5.794952 -2.428646 -0.167092 -0.01 0.02 0.07
H 5.113609 -2.042441 -1.744432 -0.04 0.06 -0.02
C -1.944331 -4.810798 -0.035110 -0.01 0.03 0.08
C -1.670978 -3.688254 0.927872 -0.03 -0.08 0.05
C -0.439453 -3.570700 1.555462 -0.01 0.01 0.02
C -0.178722 -2.559441 2.472964 -0.07 0.12 -0.02
C 1.098130 -2.547291 3.266797 -0.05 -0.04 0.02
C -1.173858 -1.609187 2.717115 0.17 -0.08 -0.02
C -2.445623 -1.749515 2.156120 -0.06 0.01 0.00
C -3.573951 -0.845696 2.570365 0.03 -0.15 0.06
C -2.676946 -2.789170 1.265084 0.12 0.04 0.05
C -0.883290 -0.462265 3.652127 -0.17 -0.04 0.23
O -1.410029 -0.383285 4.740818 0.00 -0.07 -0.14
O -0.026135 0.438567 3.223054 0.22 0.08 -0.62
H -1.017404 -5.252310 -0.399946 0.00 0.00 -0.04
H -2.528493 -4.459276 -0.885678 0.00 -0.04 -0.04
H -2.517496 -5.597883 0.459282 -0.01 -0.03 -0.05
H 0.334722 -4.297777 1.341419 0.06 -0.05 -0.02
H 1.900207 -3.052375 2.735099 0.02 -0.03 -0.01
H 0.927654 -3.064163 4.214386 0.03 -0.01 0.02
H 1.421610 -1.535785 3.501058 0.07 0.01 -0.01
H -3.232831 0.169830 2.761448 -0.06 0.06 0.02
H -3.993425 -1.223898 3.504102 -0.05 0.11 0.03
H -4.360912 -0.833650 1.817398 -0.01 0.01 -0.01
H -3.666088 -2.907417 0.836367 -0.03 0.02 -0.05
C -2.534122 2.418278 0.879989 -0.04 -0.14 0.03
C -2.652579 1.187753 -0.029641 0.30 0.32 -0.26
C -4.106367 1.060705 -0.477905 0.08 -0.21 0.10
P -1.274344 1.215101 -1.317155 -0.85 -0.49 -0.39
C -1.079338 -0.607936 -1.732523 -0.03 0.32 -0.04
C -0.091391 -0.727256 -2.896024 -0.07 0.03 0.22
C -2.314322 -1.475736 -1.962281 0.12 0.06 0.10
C -1.939253 2.056720 -2.863008 0.35 0.03 0.29
C -2.153632 3.526405 -2.485387 0.14 -0.06 -0.05
C -3.127097 1.511290 -3.649498 0.10 -0.07 0.05
H -3.136949 2.283624 1.779939 -0.03 0.03 0.02
H -2.891272 3.314650 0.372825 0.01 0.02 -0.02
H -1.510139 2.607143 1.196533 0.00 0.13 0.06
H -2.385169 0.297216 0.556264 -0.06 0.03 -0.01
H -4.444942 1.961513 -0.988987 0.03 0.02 -0.02
H -4.732682 0.938896 0.408332 -0.08 0.02 -0.01
H -4.271644 0.204779 -1.127449 -0.05 0.00 -0.05
H -0.573914 -0.993925 -0.833132 -0.02 -0.07 -0.04
H -0.561740 -0.445547 -3.840103 0.00 0.01 -0.03
H 0.262123 -1.755577 -2.981172 -0.01 -0.03 -0.06
H 0.767914 -0.082196 -2.727055 0.18 0.07 -0.10
H -2.961781 -1.090298 -2.746961 -0.01 0.00 -0.01
H -2.890335 -1.583429 -1.045482 -0.08 -0.01 -0.04
H -1.981364 -2.471169 -2.266710 -0.06 -0.06 0.03
H -1.061596 2.002109 -3.519179 0.00 0.08 0.03
H -3.058946 3.642241 -1.889564 -0.05 0.05 0.00
H -2.250933 4.152252 -3.374414 -0.04 -0.01 -0.02
H -1.311419 3.896805 -1.896700 -0.03 0.09 0.00
H -4.043473 1.516664 -3.065797 -0.04 -0.04 -0.01
H -2.943604 0.499161 -4.002723 -0.04 -0.02 -0.04
H -3.290978 2.139282 -4.528919 0.00 0.02 -0.01
F 1.352679 3.373203 3.374803 0.06 0.04 -0.17
```
Forces are in eV/Å.

## Properties
frontier orbital gap: 8.01 eV
ΔE to the lowest compared entry with this formula, charge and spin: 1.8172 eV
net charge: 0
calculated total energy: -72393.81405 eV
HOMO energy: -8.281 eV

Results of the Löwdin charge analysis, in e, for atoms 1 through 8: Bi 1.81; O 0.11; C -0.48; O 0.10; C -0.18; C 0.01; C -0.03; C 0.03


(2)
DFT (ωB97M-V with the def2-TZVPD basis set) results for a structure of composition C3H3NO3.

XYZ file:
```
10
Properties=species:S:1:pos:R:3:forces:R:3
C 0.597848 0.661158 0.074618 -0.31 0.33 -0.46
C -0.201019 -0.507632 0.259063 -0.47 0.19 -0.02
O 1.831798 0.733515 -0.378162 -0.16 -0.04 0.27
O 0.220073 -1.645260 -0.428271 -0.09 0.11 0.02
N -0.185165 1.750298 0.189406 0.48 0.02 0.08
C -1.309866 1.086788 -0.070332 0.11 -0.81 0.01
O -2.420129 1.196867 -0.442861 0.32 -0.01 0.08
H 2.199515 -0.163033 -0.432482 -0.06 0.04 0.04
H -0.175472 -2.433560 -0.041883 0.04 0.11 -0.02
H -0.557584 -0.679140 1.270904 0.14 0.06 -0.01
```
Forces are in eV/Å.

## Properties
frontier orbital gap: 8.94 eV
ΔE to the lowest compared entry with this formula, charge and spin: 2.7641 eV
net charge: 0
calculated total energy: -10789.93650 eV
HOMO energy: -8.693 eV

Results of the Löwdin charge analysis, in e, for atoms 1 through 8: C -0.38; C -0.16; O 0.17; O 0.00; N 0.18; C -0.34; O 0.14; H 0.14


(3)
DFT (ωB97M-V with the def2-TZVPD basis set) results for a structure of composition C2H5LiO2Tb at a distorted geometry.

XYZ file:
```
11
Properties=species:S:1:pos:R:3:forces:R:3
O 2.114473 -0.731677 0.048166 -0.24 -3.00 0.31
C 1.780540 0.560577 0.000210 1.08 3.44 1.59
C 0.665380 1.184748 0.383643 0.66 -0.09 -2.18
Li 3.332639 -1.264147 -1.216781 0.35 0.49 -0.36
Tb 1.051893 -2.334883 1.225555 -0.09 0.93 -0.09
H 0.827065 2.236837 -0.006272 -1.50 -0.95 1.42
H 2.597579 1.350809 -0.025669 -0.16 -1.64 -0.77
H -0.246790 0.600568 0.524733 -0.28 0.80 0.05
H -2.149467 0.118747 1.543742 -0.73 0.28 0.02
O -2.892367 -0.498526 1.506461 0.93 -0.43 0.06
H -3.617991 -0.059156 1.054710 -0.03 0.19 -0.05
```
Forces are in eV/Å.

## Properties
frontier orbital gap (alpha / beta): 8.18 / 7.08 eV
ΔE to the lowest compared entry with this formula, charge and spin: 0.5773 eV
net charge: +2
<S²>: 15.769
2S+1: 8
calculated total energy: -28871.21338 eV
HOMO energy (alpha / beta): -16.787 / -16.799 eV

Results of the Löwdin charge analysis, in e, for atoms 1 through 8: O -0.62; C -0.43; C 0.03; Li 0.85; Tb 1.87; H 0.12; H 0.14; H 0.04